Here is a structure of composition C7H14PSTm at a distorted geometry from OMol25. Energies are from ωB97M-V/def2-TZVPD.

```
24
Properties=species:S:1:pos:R:3:forces:R:3
H 0.225 -2.160 -2.087 -0.38 -0.10 -0.12
H 3.691 -1.834 1.613 0.40 0.10 0.20
H 3.222 -0.187 1.129 -0.05 0.10 0.03
C -1.085 -2.040 -0.220 -1.92 -0.57 -1.05
C -2.047 -1.045 0.179 -0.87 -0.52 -1.77
H 2.158 -4.032 -0.965 -0.13 -0.18 -0.12
H 1.345 2.470 1.618 -0.53 0.69 0.34
H 4.268 -1.137 0.045 0.32 0.09 0.19
H -2.639 -1.075 1.090 0.24 0.16 -0.18
H -1.054 0.110 -2.864 -0.15 -0.08 0.27
H 3.121 -3.855 0.521 0.13 -0.16 -0.21
C -0.565 -1.655 -1.545 -1.56 -1.39 -0.36
H -2.752 0.846 -0.853 0.11 -0.28 0.02
H -0.496 3.184 0.555 0.10 0.66 0.13
C 3.462 -1.180 0.774 0.63 -0.05 0.35
P 0.033 2.103 1.266 0.14 -0.58 -0.27
H -0.805 -2.927 0.336 -0.15 0.15 -0.05
C -2.122 -0.040 -0.864 -0.65 -1.21 0.21
C 2.840 -3.391 -0.425 0.27 -0.63 -0.32
C -1.210 -0.415 -1.926 -0.79 -0.36 -0.07
Tm 0.086 -0.183 -0.086 5.08 3.08 2.21
H -0.693 2.047 2.459 0.13 0.41 0.43
S 2.065 -1.868 -0.039 -0.41 1.01 0.08
H 3.710 -3.166 -1.043 0.03 -0.33 0.08
```
Forces are in eV/Å.

Computed properties:
charge: 0
HOMO-LUMO gap (spin up / spin down): 4.43 / 4.63 eV
2S+1: 3
molar mass: 330.164 g mol⁻¹
LUMO (spin up / spin down): 0.4 / 0.2 eV
⟨S²⟩: 2.479

---

Here is a cluster of 2 separate species, C7H14Si in total at a distorted geometry from OMol25. Energies are from ωB97M-V/def2-TZVPD.

```
22
Properties=species:S:1:pos:R:3:forces:R:3
C -1.541 -2.117 -0.194 0.37 1.79 -1.12
H 0.482 -1.670 -1.133 2.30 -1.71 -0.09
H 4.252 -1.052 0.832 0.03 0.45 0.12
H 0.386 2.964 -1.356 3.04 0.36 0.29
C -0.567 2.642 -1.193 -2.77 0.35 0.35
H -0.707 2.507 0.883 0.30 0.97 1.68
H -2.013 1.565 0.175 1.44 0.33 -0.41
C -0.913 1.881 0.076 0.09 -1.77 -1.02
H -2.441 -1.539 0.039 0.07 0.14 -0.40
C 3.732 -0.714 -0.042 1.23 -0.10 4.01
H -0.362 -0.738 2.610 0.18 0.45 -0.48
C 3.312 -0.879 -1.155 -2.50 0.17 -3.73
H 1.007 0.495 2.727 -0.60 -1.68 -1.35
H -1.121 3.560 -1.234 -0.58 0.61 0.24
C 0.514 -0.327 2.067 0.62 0.44 -0.66
H -1.792 -2.861 -0.897 -0.65 -0.83 -1.04
H 1.153 -1.219 1.801 -0.12 1.08 0.76
H -0.808 -1.039 -1.908 -0.71 1.10 -1.27
H -0.845 2.181 -2.091 -0.48 -1.26 -1.23
C -0.424 -1.228 -0.953 -1.69 1.19 4.07
H -1.390 -2.680 0.682 1.32 -0.28 1.30
Si 0.084 0.269 0.266 -0.90 -1.80 -0.04
```
Forces are in eV/Å.

Computed properties:
charge: 0
HOMO-LUMO gap (spin up / spin down): 5.99 / 6.00 eV
molar mass: 126.275 g mol⁻¹
LUMO (spin up / spin down): -1.8 / -1.8 eV

---

Here is an isolated molecule of C7H15B at a distorted geometry from OMol25. Energies are from ωB97M-V/def2-TZVPD.

```
23
Properties=species:S:1:pos:R:3:forces:R:3
C -1.209 -0.200 -0.557 1.56 -1.59 -3.41
C -2.648 0.029 -0.630 -0.93 1.33 1.19
C -0.995 0.651 1.635 -0.33 -1.71 2.68
H 3.025 -1.238 0.328 -0.97 0.17 0.49
H 1.734 -1.918 1.370 -0.21 0.44 -0.24
C 2.164 1.192 0.456 1.53 -0.46 -1.33
C 1.905 -1.320 0.457 2.01 -2.47 -1.33
H 2.766 1.021 -0.528 -0.62 0.46 1.45
H -2.734 1.170 -0.619 -0.44 -1.34 -0.28
H 1.683 -2.023 -0.386 -0.32 0.28 0.65
H -1.103 -1.136 -2.632 0.43 -0.04 0.88
H -3.180 -0.317 0.325 0.39 0.15 -1.75
H 2.913 1.102 1.282 -0.59 -0.23 -0.67
H -1.983 1.146 1.481 1.16 0.33 -0.09
H 1.807 2.183 0.438 -0.55 1.29 -0.05
H -0.359 0.410 -2.442 -0.34 -0.21 0.26
B 1.167 0.012 0.323 0.33 -0.06 1.58
C -0.524 -0.542 -1.884 -0.39 0.95 -1.49
H -0.239 1.229 2.248 -1.20 -0.31 -0.63
H -1.367 -0.242 2.343 1.07 1.65 -1.21
C -0.364 0.053 0.394 -0.50 1.66 2.27
H -2.973 -0.380 -1.602 -0.63 0.19 0.83
H 0.515 -0.882 -1.800 -0.43 -0.48 0.21
```
Forces are in eV/Å.

Computed properties:
charge: 0
HOMO-LUMO gap: 9.17 eV
SMILES: CB(C)C(C)=C(C)C
molar mass: 110.009 g mol⁻¹
LUMO: 0.6 eV

---

Here is the ion C7H15BN3O with charge +1 at a distorted geometry from OMol25. Energies are from ωB97M-V/def2-TZVPD.

```
27
Properties=species:S:1:pos:R:3:forces:R:3
N -1.091 0.585 0.505 -0.61 -0.50 -0.76
H 3.870 1.962 -0.465 0.12 0.33 -0.11
C 2.968 1.368 -0.403 0.49 -0.13 0.17
C 3.405 -0.074 -0.201 -0.05 0.06 -0.23
O -3.104 0.430 -0.822 0.14 0.59 -0.37
N 2.192 1.929 0.716 -0.17 -0.47 0.37
H 2.451 1.496 -1.345 -0.35 0.17 -0.09
H -1.893 -2.141 0.732 0.03 -0.21 0.17
H 2.577 -0.769 -0.121 -0.18 -0.13 0.18
H -2.584 -3.576 -1.300 0.03 -0.26 -0.09
H 4.052 -0.157 0.664 0.00 -0.09 0.29
H 3.997 -0.393 -1.050 0.13 -0.04 -0.23
H 0.423 0.295 -0.989 0.10 -0.14 -0.31
N 0.062 1.764 1.847 -0.25 0.50 1.27
C -1.901 -1.800 -0.303 0.02 0.77 -0.30
C -2.912 -2.555 -1.159 0.41 -0.19 0.36
H -0.885 -1.957 -0.665 0.23 -0.20 0.00
H -1.989 1.239 2.300 -0.12 0.14 0.31
H 0.304 2.299 2.666 0.09 0.11 -0.01
C 0.887 1.484 0.808 1.03 -0.12 -0.80
H -3.551 -0.059 -1.522 -0.40 -0.12 0.20
H -3.873 -2.607 -0.662 -0.31 0.15 -0.11
C 0.164 0.734 -0.054 -0.33 -0.03 0.13
H 2.680 1.666 1.568 0.07 0.46 0.10
B -2.119 -0.252 -0.254 -0.01 -0.72 0.38
C -1.137 1.204 1.657 0.13 -0.02 -0.35
H -2.993 -2.116 -2.149 -0.22 0.07 -0.19
```
Forces are in eV/Å.

Computed properties:
charge: +1
HOMO-LUMO gap: 9.99 eV
SMILES: CCNc1cn(B(O)CC)c[nH+]1
molar mass: 168.029 g mol⁻¹
LUMO: -2.6 eV

---

Here is a structure of composition C7H15BaN2Se at a distorted geometry from OMol25. Energies are from ωB97M-V/def2-TZVPD.

```
26
Properties=species:S:1:pos:R:3:forces:R:3
C -2.941 0.247 -0.773 -0.87 0.69 -0.42
H 0.857 3.332 -0.327 0.17 0.44 -0.10
C -1.767 -1.021 2.864 0.33 -0.49 0.37
H 0.539 -1.201 -2.411 -0.04 0.05 0.13
H 2.408 0.185 0.994 0.07 0.20 -0.09
H 0.463 0.736 5.539 -0.37 -0.27 -0.24
H -3.140 0.614 3.134 0.21 -0.01 -0.08
C -0.648 -1.697 3.408 0.16 0.55 0.33
H 1.404 -0.872 1.692 -0.34 0.09 -0.06
C 0.136 -1.080 4.369 0.02 0.54 0.38
H -0.397 -2.685 3.030 -0.07 0.17 0.02
H 1.544 0.610 2.296 -0.08 0.12 0.13
H -3.926 0.719 -0.382 1.21 -1.38 -0.81
Se -2.579 -1.676 1.363 -0.46 -1.02 -0.12
H -2.663 0.799 -1.708 -0.51 0.06 -0.66
H -2.850 -0.863 -0.996 -0.74 1.54 0.23
C -2.192 0.185 3.450 0.25 0.21 0.23
H 1.125 -1.945 -1.107 -0.39 0.51 0.15
N 1.493 0.105 1.419 0.06 -0.15 -0.01
Ba -0.694 1.460 -0.404 0.70 -1.26 0.97
H 1.012 -1.599 4.786 -0.33 0.27 -0.22
C -1.394 0.824 4.382 0.83 -0.39 0.53
H -1.691 1.786 4.806 0.07 -0.21 -0.15
C -0.193 0.215 4.830 -0.14 0.07 -0.09
N 0.939 -1.011 -1.491 0.58 -0.30 -0.50
H 1.872 -0.633 -1.688 -0.32 -0.02 0.07
```
Forces are in eV/Å.

Computed properties:
charge: -1
HOMO-LUMO gap: 4.27 eV
molar mass: 343.499 g mol⁻¹
LUMO: 2.1 eV

---

Here is a structure of composition C7H15CaO3 at a distorted geometry from OMol25. Energies are from ωB97M-V/def2-TZVPD.

```
26
Properties=species:S:1:pos:R:3:forces:R:3
H -3.856 1.128 -0.233 1.72 0.72 -1.44
O -0.590 0.488 -1.359 -1.20 -1.02 -0.74
H 3.225 2.001 0.740 0.72 -2.30 0.32
C -1.810 0.094 -0.636 -1.56 -0.02 -0.73
H -2.315 -0.846 -1.169 1.21 1.78 1.44
H 1.224 0.658 0.528 1.80 -1.37 -0.59
C -0.436 -2.166 0.452 3.48 -0.54 2.57
H -3.050 1.648 -1.954 0.18 -0.49 1.91
C 3.465 0.859 0.893 -0.94 -1.36 -0.26
H 3.459 0.573 2.042 0.28 0.78 -2.45
C -2.876 1.369 -0.828 0.39 -1.30 1.28
H 1.116 -1.782 -1.273 0.31 -0.41 2.40
H -2.360 2.274 -0.245 -2.73 -4.44 1.07
H 2.244 0.123 -0.965 0.02 -0.59 2.32
H -0.496 -0.064 -2.211 -0.30 1.14 2.14
O -0.596 -1.050 1.396 -2.25 0.28 -2.49
C -1.635 -0.099 0.981 0.71 0.74 0.09
C 2.194 0.036 0.217 -0.54 1.78 0.26
Ca -1.656 3.537 -1.079 2.26 2.88 -2.15
H -0.490 -3.154 1.088 -0.56 1.74 -1.30
C 1.130 -2.139 -0.134 -0.24 -0.46 -1.09
H -1.301 0.964 1.409 -0.68 -2.19 -0.73
O 2.047 -1.345 0.711 -0.85 0.93 -2.49
H 1.579 -3.245 -0.178 -1.22 2.34 0.36
H -2.675 -0.378 1.463 1.99 0.47 -1.12
H 4.457 0.518 0.346 -1.99 0.92 1.41
```
Forces are in eV/Å.

Computed properties:
charge: +1
HOMO-LUMO gap: 2.43 eV
molar mass: 187.272 g mol⁻¹
LUMO: -6.3 eV

---

Here is a structure of composition C7H15Cl2GaN at a distorted geometry from OMol25. Energies are from ωB97M-V/def2-TZVPD.

```
26
Properties=species:S:1:pos:R:3:forces:R:3
Cl 1.741 -2.026 1.117 -0.27 -1.51 0.37
C -1.060 -0.333 -2.380 0.14 0.08 0.27
H -0.015 -0.950 3.274 -0.29 0.04 -0.17
H -0.848 0.543 -3.002 -0.07 0.01 -0.07
H -1.202 -1.196 -3.040 -0.02 0.13 -0.08
H -0.721 1.782 0.935 0.05 -0.18 -0.10
C 3.883 0.110 0.907 0.39 0.12 -1.67
H -1.145 -1.465 2.132 0.27 0.38 0.34
Ga 1.906 0.150 0.667 -0.06 0.32 0.96
H -2.982 0.993 0.198 0.16 0.08 -0.09
C -0.822 1.093 0.093 -2.37 1.82 0.78
H 4.266 0.893 0.234 0.43 -0.09 0.37
H -2.333 2.038 -1.067 -0.14 -0.07 0.03
C -2.340 -0.081 -1.570 0.17 0.10 0.20
C 0.139 -0.576 -1.446 -0.97 -0.38 -0.23
H -1.311 0.055 2.860 0.17 -0.33 0.06
C 0.172 0.369 -0.271 3.32 -1.59 -1.74
H 4.250 -0.860 0.554 0.10 0.21 0.09
C -2.189 1.073 -0.560 0.22 -0.13 -0.35
H -3.179 0.130 -2.238 -0.06 -0.09 -0.04
H 1.090 -0.542 -2.005 -0.33 -0.01 0.11
Cl 1.681 1.769 2.171 -0.33 1.03 1.20
N -0.667 -0.667 2.550 -0.32 -0.17 0.14
H 4.216 0.286 1.932 -0.39 0.08 -0.15
H 0.060 -1.594 -1.030 0.17 0.16 -0.20
H -2.589 -0.993 -1.014 0.03 0.00 -0.06
```
Forces are in eV/Å.

Computed properties:
charge: -1
HOMO-LUMO gap: 8.17 eV
molar mass: 253.833 g mol⁻¹
LUMO: 3.4 eV

---

Here is a structure of composition C7H15Cl6NiO at a distorted geometry from OMol25. Energies are from ωB97M-V/def2-TZVPD.

```
30
Properties=species:S:1:pos:R:3:forces:R:3
H 2.571 2.915 3.938 -0.06 -0.85 0.27
H -1.053 1.558 -3.435 0.40 0.51 0.58
O -2.524 -0.551 1.123 0.11 -1.90 3.95
C 0.445 0.118 -2.497 -0.17 0.29 -1.74
H 1.154 0.882 3.217 -0.90 0.02 0.61
H -0.106 0.609 -4.500 -0.29 -0.36 0.16
Cl 1.291 0.824 -1.127 -0.30 0.10 0.60
H -0.210 -1.472 0.170 -0.92 -0.27 -0.60
H -2.436 0.041 -0.738 -0.02 -0.10 -0.38
C 2.349 2.573 2.927 -0.87 1.90 -0.33
C -0.071 -2.542 0.326 0.64 -0.72 -1.15
C 1.005 1.855 2.749 1.71 -0.69 -0.67
H -0.353 -2.713 1.365 0.08 -0.58 0.12
C -2.211 0.460 0.243 -0.20 0.22 -1.02
H 0.823 1.633 1.698 0.24 0.20 -0.06
H 2.240 3.539 2.436 0.18 -0.05 -0.43
C -0.734 -3.541 -0.682 -0.99 0.98 0.13
Cl -0.352 -3.113 -2.397 -0.41 -0.21 0.68
C -0.045 1.163 -3.563 0.59 -1.57 -0.48
H -1.808 -3.493 -0.501 -0.29 0.56 -0.49
H -0.614 -4.624 -0.661 1.16 0.25 0.76
H 1.150 -0.576 -2.954 0.29 0.42 -0.17
H -2.848 1.340 0.322 -0.10 0.08 0.53
H -1.167 0.768 0.190 0.29 -0.09 0.51
Cl 1.677 -2.621 0.107 0.75 -0.33 0.54
Cl 1.189 2.359 -4.022 -0.25 0.26 0.51
Ni -2.401 -1.441 3.049 -0.09 1.94 -3.57
Cl -0.330 2.880 3.260 -0.26 -0.24 0.51
H -0.354 -0.581 -2.252 -0.27 0.63 0.58
Cl 3.721 1.750 2.206 -0.06 -0.39 0.03
```
Forces are in eV/Å.

Computed properties:
charge: +1
HOMO-LUMO gap (spin up / spin down): 5.43 / 4.82 eV
2S+1: 3
molar mass: 386.607 g mol⁻¹
LUMO (spin up / spin down): -7.3 / -7.9 eV
⟨S²⟩: 2.029

---

Here is a structure of composition C7H15ClN2PdS4 from OMol25. Energies are from ωB97M-V/def2-TZVPD.

```
30
Properties=species:S:1:pos:R:3:forces:R:3
C -2.070 -0.549 2.180 0.11 0.00 0.12
H -1.668 -1.548 2.353 -0.03 0.00 -0.01
H -5.377 -0.072 2.108 0.01 0.01 0.00
S -0.388 2.723 2.567 0.23 -0.45 0.16
N -4.443 -0.144 1.713 0.03 -0.01 -0.02
H 2.524 -1.670 1.428 -0.04 -0.05 0.04
H -4.872 1.311 0.265 0.04 0.03 -0.02
C -2.675 1.009 0.462 0.09 0.09 -0.08
H -2.657 1.169 -0.615 -0.01 0.01 0.02
S -0.258 3.634 -0.276 0.00 0.10 -0.13
S 0.246 1.918 -1.073 -0.01 0.10 -0.03
H -1.370 0.171 2.605 -0.03 -0.01 -0.03
N -2.168 -0.323 0.752 0.12 -0.13 -0.24
C 1.496 -1.557 1.096 0.08 -0.22 -0.21
C -3.463 -0.397 2.829 -0.15 0.06 0.00
H -4.696 -2.177 1.280 0.03 -0.01 -0.04
H -2.555 -2.313 0.278 0.00 0.01 0.00
C -4.424 -1.279 0.725 -0.12 0.07 0.11
H -3.529 0.465 3.492 0.06 -0.02 0.02
H -4.183 1.933 1.782 0.03 0.04 -0.05
Cl 1.459 -1.930 -0.710 -0.02 -0.07 0.25
C -2.995 -1.327 0.123 -0.11 -0.08 0.03
H -3.030 -1.138 -0.949 0.01 0.00 0.01
Pd 0.883 0.213 0.437 -0.12 0.26 -0.10
C -4.105 1.155 1.023 -0.12 -0.05 0.12
H -2.011 1.743 0.921 -0.02 -0.02 -0.02
H -5.202 -1.066 -0.006 0.04 -0.04 -0.03
H -3.811 -1.285 3.358 0.05 0.00 0.01
S 1.056 1.335 2.380 -0.19 0.40 0.08
H 0.814 -2.255 1.574 0.05 0.01 0.05
```
Forces are in eV/Å.

Computed properties:
charge: 0
HOMO-LUMO gap (spin up / spin down): 5.24 / 5.46 eV
2S+1: 3
molar mass: 397.352 g mol⁻¹
LUMO (spin up / spin down): -0.7 / -0.7 eV
⟨S²⟩: 2.015